1.
DFT (ωB97M-V/def2-TZVPD) results for a molecular structure, C38H61As3CsI2N8O9.

The net charge is -1. As for the relative energy (zero: lowest compared OMol25 entry of this formula, charge and spin): 178.5 kJ/mol. As for the molar mass: 1385.4 g/mol. For the total energy, the calculation gives -9922.5457 hartree. For the gap between HOMO and LUMO, the calculation gives 6.26 eV. The LUMO energy is 1.124 eV.

Element x y z (Å)
Cs 13.540 14.966 9.604
I 6.688 19.272 11.885
C 8.281 17.962 11.558
C 9.396 18.511 10.913
C 10.613 17.804 10.880
I 12.227 18.729 9.870
C 10.765 16.560 11.559
O 11.893 15.963 11.759
C 9.555 15.992 12.009
C 9.523 14.631 12.623
N 10.187 13.570 11.848
C 9.637 13.353 10.550
C 10.347 12.283 9.712
C 9.743 11.039 9.561
C 10.360 10.073 8.784
C 11.644 10.339 8.289
C 12.195 11.575 8.611
N 11.554 12.521 9.218
C 8.365 16.672 12.103
H 9.343 19.463 10.481
H 8.462 14.384 12.797
H 10.073 14.594 13.548
H 11.140 13.922 11.781
H 9.525 14.265 9.903
H 8.650 12.988 10.777
H 8.749 10.847 9.963
H 9.899 9.128 8.534
H 12.271 9.648 7.650
H 13.227 11.766 8.338
H 7.455 16.320 12.565
C 16.436 17.014 8.458
As 18.007 18.016 8.906
C 19.338 17.142 7.731
C 18.491 16.898 10.514
C 18.334 17.421 11.945
C 19.560 16.799 12.687
C 17.083 16.838 12.694
As 15.261 16.913 11.930
C 14.495 18.395 12.940
C 14.630 15.552 13.172
C 18.415 18.927 11.971
As 18.859 19.907 13.650
C 18.422 21.711 13.000
C 17.273 19.688 14.786
H 16.570 15.994 8.748
H 16.328 16.998 7.393
H 15.540 17.400 8.868
H 19.977 16.670 8.441
H 19.845 17.916 7.133
H 18.876 16.312 7.181
H 19.569 16.804 10.393
H 18.156 15.925 10.309
H 19.728 15.751 12.484
H 19.422 16.874 13.749
H 20.495 17.330 12.450
H 17.057 17.238 13.730
H 17.236 15.743 12.826
H 14.706 18.263 14.044
H 13.433 18.269 12.774
H 14.780 19.369 12.583
H 15.072 15.779 14.128
H 14.990 14.566 12.797
H 13.594 15.386 13.341
H 17.480 19.328 11.640
H 19.134 19.202 11.234
H 19.230 22.147 12.487
H 18.247 22.295 13.865
H 17.592 21.650 12.323
H 17.340 18.665 15.059
H 16.310 19.991 14.284
H 17.410 20.278 15.698
O 15.221 12.740 11.066
H 14.465 12.138 11.168
H 15.320 12.779 10.089
C 14.535 9.113 11.075
N 13.756 9.051 12.310
C 14.367 8.307 13.409
C 12.918 10.072 12.569
N 12.918 11.112 11.799
N 11.940 9.787 13.585
C 10.989 8.813 13.007
C 11.257 10.950 14.102
H 14.918 8.088 10.941
H 15.373 9.770 11.208
H 13.900 9.439 10.231
H 13.690 7.604 13.893
H 14.810 9.014 14.158
H 15.115 7.718 12.916
H 12.136 11.735 11.983
H 11.485 7.963 12.523
H 10.379 9.254 12.258
H 10.324 8.415 13.777
H 10.492 11.275 13.425
H 11.990 11.784 14.126
H 10.920 10.729 15.116
C 14.422 14.674 4.812
C 12.936 14.577 5.177
N 12.711 13.917 6.330
O 12.050 15.113 4.527
H 15.083 13.843 5.041
H 14.794 15.537 5.381
H 14.534 14.975 3.731
H 13.483 13.442 6.837
H 11.811 13.750 6.590
O 16.218 12.635 6.080
C 16.285 12.894 7.272
O 15.400 13.357 8.029
C 17.672 12.751 7.873
C 18.097 12.818 9.227
C 19.447 12.670 9.452
C 20.424 12.462 8.498
C 19.975 12.358 7.214
C 18.623 12.477 6.903
N 20.965 11.988 6.195
O 20.547 11.717 5.079
O 22.123 11.961 6.542
N 19.784 12.652 10.912
O 18.987 13.084 11.688
O 20.894 12.203 11.145
H 17.378 12.915 10.017
H 21.435 12.321 8.709
H 18.330 12.368 5.850

2.
DFT (ωB97M-V/def2-TZVPD) results for a molecular structure, C38H62FN11NaOS.

The net charge is -1. As for the relative energy (zero: lowest compared OMol25 entry of this formula, charge and spin): 126.6 kJ/mol. As for the molar mass: 763.0 g/mol. For the total energy, the calculation gives -2822.9950 hartree. For the gap between HOMO and LUMO, the calculation gives 6.87 eV. The LUMO energy is 1.850 eV.

Element x y z (Å)
Na -0.136 -0.434 -0.589
C -2.504 3.113 -2.954
N -3.210 2.528 -1.835
C -4.444 3.177 -1.458
C -3.139 1.116 -1.668
N -2.835 0.582 -0.557
C -2.417 1.403 0.559
C -2.054 0.486 1.731
N -0.634 0.146 1.701
C -0.443 -1.276 1.980
C 1.007 -1.766 1.933
N 1.746 -1.111 0.882
C 2.969 -1.377 0.660
N 3.730 -0.567 -0.189
C 4.368 -1.297 -1.287
C 3.098 0.679 -0.616
N 3.674 -2.400 1.314
C 5.078 -2.226 1.619
C 3.289 -3.779 1.060
C 0.167 0.967 2.600
C 0.117 2.487 2.413
N 0.603 2.936 1.135
C 1.339 3.970 1.050
N 1.906 4.722 2.139
C 0.967 5.623 2.772
C 2.795 4.030 3.048
N 1.633 4.552 -0.153
C 0.988 4.107 -1.371
C 2.801 5.404 -0.300
N -3.318 0.341 -2.794
C -2.993 -1.073 -2.702
C -4.425 0.631 -3.678
H -2.188 4.125 -2.682
H -3.107 3.186 -3.873
H -1.615 2.517 -3.159
H -5.135 3.308 -2.306
H -4.236 4.170 -1.045
H -4.949 2.583 -0.697
H -3.180 2.134 0.862
H -1.525 1.967 0.273
H -2.349 0.939 2.691
H -2.632 -0.430 1.608
H -1.000 -1.824 1.221
H -0.851 -1.543 2.973
H 0.956 -2.850 1.790
H 1.509 -1.601 2.897
H 3.704 -2.059 -1.708
H 5.290 -1.781 -0.960
H 4.617 -0.592 -2.077
H 2.643 1.170 0.242
H 2.311 0.520 -1.361
H 3.872 1.328 -1.033
H 5.322 -1.167 1.629
H 5.738 -2.732 0.901
H 5.285 -2.647 2.608
H 3.979 -4.254 0.351
H 2.296 -3.824 0.620
H 3.302 -4.355 1.990
H 1.209 0.660 2.496
H -0.143 0.774 3.647
H 0.681 2.911 3.252
H -0.919 2.830 2.526
H 0.335 6.073 2.007
H 1.514 6.418 3.288
H 0.318 5.127 3.510
H 3.316 3.237 2.512
H 2.290 3.588 3.918
H 3.537 4.740 3.429
H 1.573 3.367 -1.918
H 0.815 4.969 -2.022
H 0.037 3.643 -1.132
H 3.699 4.937 0.111
H 2.667 6.368 0.196
H 2.964 5.576 -1.362
H -2.084 -1.210 -2.120
H -2.831 -1.455 -3.713
H -3.798 -1.649 -2.228
H -4.620 1.699 -3.729
H -5.346 0.129 -3.347
H -4.191 0.274 -4.684
F -0.539 -2.191 -0.948
N -2.571 0.818 -10.424
C -2.178 0.719 -9.346
C -1.699 0.609 -8.012
C -2.582 0.739 -6.932
C -2.115 0.660 -5.640
C -0.746 0.460 -5.364
C 0.120 0.302 -6.461
C -0.343 0.374 -7.756
C -0.287 0.416 -4.027
C 0.075 0.388 -2.848
H -3.634 0.904 -7.130
H -2.796 0.743 -4.803
H 1.169 0.114 -6.273
H 0.332 0.248 -8.593
C -5.169 -5.475 -1.655
C -3.697 -5.158 -1.726
C -3.122 -4.688 -2.900
C -1.772 -4.370 -2.964
C -0.974 -4.523 -1.846
C -1.531 -5.025 -0.677
C -2.876 -5.340 -0.616
S 0.773 -4.051 -1.708
C 0.944 -3.103 -3.243
O 1.524 -5.322 -2.006
H -5.729 -4.875 -2.373
H -5.563 -5.274 -0.658
H -5.351 -6.529 -1.880
H -3.744 -4.552 -3.779
H -1.368 -3.982 -3.890
H -0.897 -5.133 0.196
H -3.304 -5.715 0.307
H 0.817 -3.790 -4.079
H 1.964 -2.721 -3.242
H 0.244 -2.272 -3.249

3.
DFT (ωB97M-V/def2-TZVPD) results for a molecular structure, C38H62MnN11O2SSi.

The net charge is +1. As for the spin multiplicity: 2. As for the relative energy (zero: lowest compared OMol25 entry of this formula, charge and spin): 13.7 kJ/mol. As for the molar mass: 820.1 g/mol. For the total energy, the calculation gives -4076.6440 hartree. Its expectation value of S² is 1.08. For the gap between HOMO and LUMO (spin up / spin down), the calculation gives 7.45 / 7.47 eV. The LUMO energy (spin up / spin down) is -2.308 / -2.299 eV.

Element x y z (Å)
Mn -0.448 0.103 0.106
C -0.501 2.786 5.568
Si 1.248 3.125 4.975
C 2.372 2.868 6.449
C 1.487 4.881 4.359
C 1.742 1.893 3.637
C 2.869 1.108 3.818
C 3.242 0.157 2.874
C 2.411 -0.020 1.797
N 1.305 0.703 1.574
C 1.001 1.699 2.441
S -0.342 2.705 1.997
H -0.866 3.616 6.179
H -0.505 1.896 6.202
H -1.190 2.604 4.745
H 2.063 3.531 7.260
H 3.420 3.088 6.233
H 2.309 1.843 6.823
H 1.152 5.617 5.093
H 0.966 5.055 3.417
H 2.549 5.061 4.171
H 3.471 1.228 4.711
H 4.129 -0.449 2.992
H 2.620 -0.791 1.064
C 5.937 -0.188 -3.627
C 4.706 -1.052 -3.895
C 5.096 -2.528 -3.729
C 4.231 -0.803 -5.333
C 3.566 -0.730 -2.938
C 3.623 0.283 -1.989
C 2.548 0.487 -1.142
N 1.429 -0.234 -1.177
C 1.326 -1.161 -2.141
C 2.372 -1.443 -3.006
C -0.015 -1.784 -2.280
C -0.296 -2.727 -3.255
C -1.589 -3.214 -3.431
C -2.560 -2.684 -2.593
C -2.207 -1.759 -1.627
N -0.959 -1.318 -1.447
C -1.883 -4.242 -4.514
C -3.328 -4.735 -4.452
C -1.638 -3.588 -5.882
C -0.946 -5.447 -4.345
H 6.732 -0.469 -4.318
H 6.316 -0.327 -2.612
H 5.730 0.873 -3.779
H 5.924 -2.767 -4.398
H 4.271 -3.198 -3.973
H 5.414 -2.737 -2.706
H 5.038 -1.024 -6.033
H 3.935 0.238 -5.473
H 3.381 -1.436 -5.595
H 4.494 0.913 -1.885
H 2.585 1.263 -0.390
H 2.259 -2.212 -3.754
H 0.494 -3.083 -3.898
H -3.596 -2.981 -2.664
H -2.952 -1.348 -0.959
H -4.040 -3.934 -4.657
H -3.565 -5.169 -3.479
H -3.479 -5.508 -5.206
H -2.283 -2.718 -6.020
H -1.854 -4.302 -6.678
H -0.602 -3.265 -5.993
H -1.075 -5.910 -3.366
H 0.103 -5.171 -4.456
H -1.171 -6.195 -5.107
N -0.585 1.745 -1.199
C -1.988 2.127 -1.469
C -2.394 3.491 -0.904
C -1.464 4.658 -1.190
C -1.795 5.857 -0.307
N -1.851 5.452 1.096
C -2.946 5.162 1.780
N -4.166 5.486 1.335
N -2.819 4.580 2.979
C -2.938 1.137 -0.779
O -4.111 1.113 -1.116
O -2.408 0.439 0.163
H -0.142 2.402 -0.556
H -0.044 1.712 -2.053
H -2.157 2.100 -2.546
H -2.439 3.355 0.180
H -3.413 3.682 -1.247
H -1.484 4.973 -2.235
H -0.435 4.364 -0.964
H -2.744 6.318 -0.580
H -1.040 6.634 -0.410
H -0.986 5.108 1.501
H -4.306 5.773 0.384
H -4.974 5.132 1.817
H -1.987 4.004 3.103
H -3.646 4.202 3.412
C -1.028 -2.904 1.175
N -0.896 -1.524 1.723
C 0.091 -1.624 2.841
N -0.281 -2.582 3.866
C -0.414 -3.898 3.243
N -1.414 -3.884 2.177
C -2.695 -3.468 2.758
N -2.604 -2.146 3.377
C -2.213 -1.186 2.359
C -1.579 -2.192 4.416
H -0.071 -3.189 0.729
H -1.791 -2.899 0.401
H 0.196 -0.641 3.299
H 1.046 -1.933 2.419
H -0.706 -4.627 3.999
H 0.551 -4.194 2.825
H -2.995 -4.199 3.511
H -3.452 -3.442 1.972
H -2.125 -0.188 2.793
H -2.969 -1.147 1.582
H -1.874 -2.910 5.183
H -1.490 -1.205 4.874

4.
DFT (ωB97M-V/def2-TZVPD) results for a molecular structure, C38H62O27.

As for the molar mass: 950.9 g/mol. For the total energy, the calculation gives -3515.3032 hartree. For the gap between HOMO and LUMO, the calculation gives 7.48 eV. The LUMO energy is -0.145 eV.

Element x y z (Å)
C 25.526 -13.453 -17.520
O 24.272 -13.858 -17.265
C 23.278 -12.987 -17.819
C 22.080 -13.325 -17.010
O 21.053 -12.383 -17.249
C 19.857 -12.637 -16.604
C 19.055 -13.843 -17.190
O 19.617 -15.005 -16.700
C 19.083 -16.196 -17.132
H 25.859 -13.689 -18.531
H 26.198 -14.100 -16.955
H 25.779 -12.475 -17.111
H 23.060 -13.229 -18.859
H 23.547 -11.933 -17.896
H 22.346 -13.556 -15.979
H 21.727 -14.222 -17.521
H 19.395 -11.720 -16.969
H 19.935 -12.645 -15.517
H 18.968 -13.731 -18.271
H 18.050 -13.732 -16.784
H 19.430 -16.405 -18.144
H 18.005 -16.328 -17.036
H 19.550 -16.927 -16.471
C 16.500 -14.647 -12.600
C 17.517 -14.168 -13.683
C 17.772 -15.024 -14.923
O 17.451 -14.318 -16.070
C 17.028 -13.100 -15.666
O 16.664 -12.213 -16.406
O 16.913 -13.035 -14.328
H 15.879 -13.872 -12.152
H 16.940 -15.208 -11.775
H 15.862 -15.281 -13.216
H 18.418 -13.716 -13.268
H 17.252 -15.981 -14.886
H 18.796 -15.397 -14.898
C 25.593 -16.787 -17.433
C 26.895 -17.084 -16.644
C 28.021 -16.358 -17.264
O 28.283 -15.345 -16.233
C 27.708 -15.746 -15.099
O 28.096 -15.310 -13.978
O 26.702 -16.596 -15.303
H 25.652 -17.185 -18.446
H 25.463 -15.710 -17.539
H 24.666 -17.165 -17.001
H 27.041 -18.164 -16.648
H 27.758 -15.885 -18.209
H 28.780 -17.047 -17.635
C 24.780 -13.986 -21.707
C 26.054 -13.359 -21.252
C 25.761 -12.289 -20.089
O 26.415 -12.866 -18.955
C 26.936 -14.040 -19.320
O 27.284 -14.872 -18.479
O 26.863 -14.300 -20.551
H 24.872 -14.830 -22.391
H 24.157 -13.320 -22.304
H 24.184 -14.293 -20.847
H 26.749 -13.089 -22.047
H 24.691 -12.121 -19.967
H 26.150 -11.282 -20.242
C 21.047 -16.942 -20.322
C 20.444 -18.164 -19.543
C 20.764 -18.153 -18.089
O 19.520 -18.028 -17.553
C 18.508 -17.966 -18.482
O 17.355 -17.868 -18.220
O 18.994 -18.022 -19.637
H 20.453 -16.650 -21.188
H 22.080 -17.127 -20.616
H 20.890 -16.013 -19.775
H 20.627 -19.112 -20.050
H 21.499 -17.367 -17.916
H 21.100 -19.184 -17.978
C 17.745 -14.376 -19.599
C 17.552 -14.035 -21.044
C 18.721 -14.547 -21.808
O 18.143 -15.410 -22.804
C 16.777 -15.543 -22.749
O 15.971 -16.198 -23.426
O 16.484 -14.911 -21.585
H 18.414 -13.679 -19.096
H 17.907 -15.437 -19.408
H 16.841 -14.509 -19.005
H 17.285 -13.021 -21.342
H 19.582 -14.973 -21.291
H 19.172 -13.659 -22.249
C 23.145 -10.934 -21.285
C 22.695 -11.849 -20.057
C 21.437 -11.266 -19.330
O 20.441 -12.209 -19.633
C 20.901 -13.291 -20.218
O 20.222 -14.311 -20.550
O 22.199 -13.116 -20.521
H 24.225 -11.027 -21.402
H 22.988 -9.864 -21.149
H 22.621 -11.175 -22.210
H 23.423 -12.161 -19.308
H 21.073 -10.327 -19.749
H 21.442 -11.358 -18.244
C 22.686 -17.640 -14.150
C 23.029 -16.326 -14.966
C 22.441 -15.137 -14.287
O 23.513 -14.207 -14.089
C 24.598 -14.737 -14.540
O 25.673 -14.211 -14.601
O 24.413 -16.045 -14.963
H 23.296 -18.514 -14.379
H 21.654 -17.990 -14.173
H 22.699 -17.455 -13.076
H 22.648 -16.472 -15.977
H 21.894 -15.378 -13.376
H 21.734 -14.702 -14.993
C 24.652 -11.914 -13.680
C 23.368 -12.176 -14.421
C 22.161 -12.411 -13.478
O 21.046 -11.867 -14.178
C 21.495 -11.140 -15.166
O 20.833 -10.661 -16.025
O 22.872 -11.054 -15.100
H 24.490 -11.297 -12.797
H 25.329 -11.300 -14.274
H 25.089 -12.869 -13.387
H 23.557 -12.984 -15.128
H 22.353 -11.968 -12.501
H 22.132 -13.493 -13.342